1.
Entry from the OMol25 dataset: 11 unconnected molecules or ions with the total composition C33H70N4O11 in a non-equilibrium geometry (wB97M-V/def2-TZVPD).

Values from the calculation:
HOMO-LUMO gap ... 8.75 eV
ΔE to the lowest compared entry with this formula, charge and spin ... 265.9 kJ/mol

ORCA input file:
```
! RIJCOSX wB97M-V def2-TZVPD def2/J DEFGRID3
* xyz 0 1
C -10.5329 -7.4245 16.0060
O -10.3858 -6.7298 15.0136
N -10.7560 -6.9438 17.2471
C -10.9200 -7.8311 18.3675
C -10.6538 -5.5141 17.5392
H -10.3561 -8.5130 16.0217
H -11.0953 -8.8784 18.1013
H -11.8263 -7.6241 18.9440
H -10.0530 -7.8456 19.0323
H -11.6738 -5.1918 17.7498
H -9.9477 -5.2356 18.3165
H -10.3401 -5.0275 16.6173
C -7.0991 -7.0055 12.8966
O -6.5180 -6.1597 12.2351
N -6.4498 -7.9406 13.6067
C -7.1308 -8.8268 14.5406
C -5.0217 -7.8296 13.7522
H -8.1970 -7.0568 12.9425
H -8.2058 -8.8919 14.3706
H -7.0780 -8.3840 15.5356
H -6.6842 -9.8177 14.5802
H -4.5884 -8.7282 14.1920
H -4.5047 -7.6507 12.8097
H -4.7237 -7.0295 14.4299
C -7.8395 -9.6606 20.5476
O -8.2441 -10.3533 21.4503
N -7.8401 -10.0213 19.2384
C -7.3321 -9.2047 18.1705
C -8.4613 -11.2577 18.8157
H -7.4214 -8.6434 20.6350
H -6.9129 -8.2395 18.4638
H -8.1501 -9.0028 17.4725
H -6.4921 -9.6564 17.6314
H -9.2738 -11.0500 18.1034
H -7.7799 -11.8801 18.2331
H -8.9328 -11.7647 19.6497
C -10.4757 -5.6333 12.0911
O -10.1779 -6.1387 11.0248
N -9.8775 -4.4940 12.5516
C -10.5212 -3.7835 13.6351
C -8.8706 -3.8012 11.8232
H -11.1867 -6.0796 12.7931
H -11.0790 -4.4735 14.2694
H -11.1164 -2.9378 13.2911
H -9.7924 -3.4170 14.3711
H -9.1114 -2.9388 11.1834
H -8.1703 -3.3526 12.5351
H -8.2610 -4.4232 11.1700
C -2.8317 -5.1773 11.1126
C -2.7928 -4.8592 9.6453
O -2.7425 -3.7218 9.2296
C -2.7896 -6.0049 8.6433
H -3.2572 -4.3796 11.7139
H -1.7777 -5.2997 11.3894
H -3.3375 -6.1344 11.2401
H -3.5591 -6.7476 8.8609
H -1.8016 -6.4412 8.5199
H -3.1512 -5.5102 7.7415
C -5.8172 -11.0660 11.6008
C -6.6822 -10.3298 10.6145
O -6.5401 -9.1554 10.3852
C -7.6621 -11.1559 9.8331
H -5.2672 -11.8309 11.0503
H -6.4152 -11.5564 12.3695
H -5.1165 -10.3601 12.0445
H -7.2008 -12.0281 9.3688
H -8.0824 -10.6002 8.9929
H -8.5130 -11.4088 10.4700
C -5.4623 -3.2533 13.4984
C -4.7778 -1.9970 13.0449
O -3.6140 -1.9170 12.7445
C -5.6005 -0.7057 13.1657
H -5.8765 -3.7785 12.6327
H -6.3216 -3.0671 14.1449
H -4.8003 -3.9270 14.0417
H -6.4469 -0.6025 12.4851
H -4.9730 0.1599 12.9535
H -5.9090 -0.6382 14.2115
C -6.3862 -5.6575 8.9522
C -7.0081 -6.5799 7.9371
O -6.4128 -6.8758 6.9223
C -8.3788 -7.1198 8.1982
H -7.1037 -4.8383 9.0670
H -5.4888 -5.1824 8.5682
H -6.2786 -6.2504 9.8605
H -9.0759 -6.2873 8.3320
H -8.4237 -7.6044 9.1775
H -8.6525 -7.7949 7.3949
C -3.3284 -11.0506 16.1368
C -2.0523 -11.3602 16.9113
O -1.7926 -10.7951 17.9458
C -1.1050 -12.3284 16.2760
H -3.9930 -11.8873 15.9135
H -3.1788 -10.4342 15.2509
H -3.9433 -10.4388 16.8089
H -0.1269 -12.2741 16.7481
H -1.0491 -12.2897 15.1889
H -1.5109 -13.3297 16.4759
C -1.1386 -7.6335 17.2864
C -2.1054 -7.6439 16.1082
O -3.2915 -7.5408 16.3150
C -1.5382 -7.7124 14.7009
H -1.7312 -7.9365 18.1438
H -0.6823 -6.6499 17.3706
H -0.3862 -8.4020 17.0997
H -0.7477 -8.4590 14.6347
H -1.1124 -6.7707 14.3432
H -2.3409 -7.8933 13.9864
C -7.3551 -3.6251 17.0422
C -7.0709 -5.0777 17.3716
O -7.3806 -5.5475 18.4448
C -6.4283 -5.9471 16.3050
H -8.0742 -3.5709 16.2219
H -6.4254 -3.0817 16.8802
H -7.8710 -3.1519 17.8784
H -5.4782 -5.4305 16.1367
H -7.0889 -5.8923 15.4374
H -6.2128 -6.9703 16.5798
*
```

Atomic partial charges in e from the Löwdin method, atoms 1 to 4: -0.32 -0.01 -0.17 -0.06



2.
Entry from the OMol25 dataset: 5 unconnected molecules or ions with the total composition C33H70NO3P in a non-equilibrium geometry (wB97M-V/def2-TZVPD).

Values from the calculation:
HOMO-LUMO gap ... 10.25 eV

ORCA input file:
```
! RIJCOSX wB97M-V def2-TZVPD def2/J DEFGRID3
* xyz 0 1
C 7.8456 -0.1188 3.5212
O 8.0094 1.1206 2.8383
C 6.9375 1.9848 3.1429
C 5.5607 1.4942 2.6746
O 4.7427 1.1234 3.7759
C 3.4106 0.8356 3.3880
P 2.1790 1.6461 4.4939
O 1.8414 0.9030 5.7182
C 3.1987 -0.6635 3.2456
C 4.2199 -1.5360 3.5035
C 4.0020 -2.8805 3.3239
C 2.7701 -3.2813 2.8967
N 1.7452 -2.4753 2.6632
C 2.0017 -1.1920 2.8406
H 7.2935 0.0268 4.4553
H 8.8101 -0.5764 3.7306
H 7.2608 -0.7980 2.8905
H 7.1518 2.9094 2.6042
H 6.8907 2.2516 4.2074
H 5.1068 2.3075 2.0973
H 5.6809 0.6385 1.9981
H 3.2623 1.2668 2.3838
H 2.7375 2.9229 4.7498
H 1.0583 1.9090 3.6651
H 5.1840 -1.1925 3.8447
H 4.8058 -3.5801 3.4963
H 2.6107 -4.3450 2.7344
H 1.1833 -0.4968 2.6449
C 0.6418 -3.3523 -1.4465
C -0.2466 -2.2857 -0.8134
C -0.9879 -2.7774 0.4284
C -1.9697 -3.9257 0.1869
C -3.0642 -3.6405 -0.8413
C -3.9872 -2.4935 -0.4410
H 0.0611 -4.2073 -1.7960
H 1.1750 -2.9435 -2.3070
H 1.3860 -3.7104 -0.7316
H -0.9533 -1.9092 -1.5582
H 0.3791 -1.4347 -0.5279
H -1.5200 -1.9332 0.8787
H -0.2547 -3.0979 1.1719
H -2.4394 -4.1834 1.1416
H -1.4175 -4.8175 -0.1241
H -3.6657 -4.5455 -0.9647
H -2.6226 -3.4326 -1.8206
H -4.4728 -2.7004 0.5150
H -4.7672 -2.3551 -1.1916
H -3.4441 -1.5507 -0.3522
C -6.2409 1.8281 -5.8208
C -5.0431 0.8838 -5.8489
C -5.1158 -0.2123 -4.7866
C -5.1175 0.2853 -3.3403
C -3.9141 1.1413 -2.9497
C -2.5849 0.3985 -3.0473
H -6.3092 2.3680 -4.8752
H -6.1597 2.5684 -6.6185
H -7.1704 1.2742 -5.9711
H -4.1196 1.4596 -5.7425
H -4.9947 0.4085 -6.8324
H -4.2794 -0.9018 -4.9339
H -6.0231 -0.8039 -4.9493
H -5.1643 -0.5835 -2.6768
H -6.0324 0.8546 -3.1509
H -4.0516 1.4783 -1.9183
H -3.8751 2.0460 -3.5628
H -2.5865 -0.4862 -2.4073
H -1.7654 1.0440 -2.7263
H -2.3739 0.0820 -4.0701
C -11.3335 -1.6611 -8.3851
C -11.2010 -2.6374 -7.2198
C -11.8293 -2.1239 -5.9251
C -11.2020 -0.8465 -5.3642
C -9.7041 -0.9347 -5.0776
C -9.3490 -1.9738 -4.0184
H -10.8177 -0.7206 -8.1859
H -10.9000 -2.0880 -9.2910
H -12.3833 -1.4407 -8.5899
H -10.1460 -2.8779 -7.0622
H -11.6907 -3.5760 -7.4929
H -11.7804 -2.9154 -5.1718
H -12.8948 -1.9398 -6.0961
H -11.7252 -0.5820 -4.4396
H -11.3811 -0.0177 -6.0552
H -9.3604 0.0449 -4.7329
H -9.1515 -1.1450 -5.9980
H -9.8567 -1.7577 -3.0760
H -8.2741 -1.9732 -3.8277
H -9.6251 -2.9816 -4.3324
C 10.1858 4.0684 3.7754
C 10.3059 3.0749 4.9265
C 9.5438 3.5058 6.1791
C 10.0255 4.8114 6.8144
C 11.4996 4.8287 7.2154
C 11.8515 3.7900 8.2761
H 10.6111 5.0398 4.0325
H 10.7171 3.6988 2.8970
H 9.1401 4.2137 3.4953
H 11.3616 2.9106 5.1594
H 9.9114 2.1105 4.5955
H 9.5960 2.7004 6.9175
H 8.4826 3.6140 5.9296
H 9.4143 5.0103 7.7006
H 9.8361 5.6426 6.1291
H 11.7385 5.8217 7.6058
H 12.1346 4.6861 6.3368
H 11.2578 3.9408 9.1801
H 12.9049 3.8657 8.5503
H 11.6783 2.7736 7.9191
*
```

Atomic partial charges in e from the Löwdin method, atoms 1 to 4: -0.10 -0.18 -0.20 -0.18



3.
Entry from the OMol25 dataset: 6 unconnected molecules or ions with the total composition C33H73ClNO27P7 in a non-equilibrium geometry (wB97M-V/def2-TZVPD).

Values from the calculation:
HOMO-LUMO gap ... 9.50 eV
ΔE to the lowest compared entry with this formula, charge and spin ... 36.3 kJ/mol

ORCA input file:
```
! RIJCOSX wB97M-V def2-TZVPD def2/J DEFGRID3
* xyz 0 1
C 6.2152 -3.7411 2.5033
O 5.1461 -4.1039 3.3320
C 4.3160 -5.0612 2.7232
C 3.2054 -5.4620 3.6755
C 1.9674 -6.0321 2.9587
C 0.7121 -5.1314 2.8223
C 0.2689 -4.7760 1.3884
P -0.3415 -6.4090 0.7583
O -1.4696 -6.9871 1.5283
C 1.4460 -4.4473 0.4687
O 1.9760 -5.1479 -0.3189
O 1.7756 -3.1606 0.6255
C 0.6729 -2.4161 1.1827
C 0.4867 -1.1839 0.2963
C 1.3225 -0.9169 -0.7741
C 1.1008 0.2500 -1.5073
C 0.0452 1.0781 -1.1275
N -0.7690 0.8288 -0.1064
C -0.5329 -0.2752 0.5968
P 1.4326 -1.7539 2.7954
O 2.7310 -2.3710 3.0497
O 0.4223 -1.9006 4.0259
O 1.5616 -0.1764 2.6446
C -0.5248 -3.4746 1.1814
C -1.5610 -3.1121 2.2786
C -1.2262 -3.2503 -0.1923
C -2.2868 -4.2374 -0.7297
C -3.2656 -4.8801 0.2407
Cl -4.7714 -3.9053 0.3639
H 6.9420 -4.5534 2.4221
H 5.8744 -3.4303 1.5143
H 6.7164 -2.8953 2.9631
H 4.9279 -5.9344 2.4673
H 3.9109 -4.6757 1.7825
H 2.9883 -4.6454 4.3536
H 3.5973 -6.2799 4.2771
H 1.6583 -6.9014 3.5304
H 2.2966 -6.4181 1.9972
H -0.1196 -5.6981 3.2363
H 0.8272 -4.2655 3.4596
H -0.5891 -6.3199 -0.6144
H 0.7946 -7.2186 0.8408
H 2.1423 -1.5582 -1.0473
H 1.7365 0.5064 -2.3366
H -0.1439 1.9771 -1.6951
H -1.2111 -0.4514 1.4214
H 0.8878 -2.3211 4.7594
H 0.7881 0.2953 2.9770
H -1.5612 -3.8455 3.0802
H -2.5703 -3.0815 1.8864
H -1.3836 -2.1459 2.7258
H -0.4570 -3.1846 -0.9601
H -1.7210 -2.2932 -0.1120
H -2.8902 -3.6493 -1.4164
H -1.8153 -4.9726 -1.3695
H -2.9057 -5.0068 1.2482
H -3.5763 -5.8524 -0.1152
C -0.9554 -0.8076 -5.8663
O 0.0949 0.1159 -6.1694
P -0.1065 1.6544 -5.8217
O -0.4596 1.9319 -4.4317
O -1.1489 2.1946 -6.8972
C -2.5402 2.2758 -6.5561
O 1.2497 2.2814 -6.2929
C 1.8689 1.8679 -7.5281
H -1.4834 -0.5156 -4.9576
H -1.6523 -0.8637 -6.7033
H -0.5001 -1.7825 -5.7165
H -2.6660 2.6205 -5.5312
H -3.0208 1.3056 -6.6824
H -2.9965 2.9893 -7.2364
H 1.1219 1.6308 -8.2834
H 2.4973 0.9997 -7.3431
H 2.4833 2.6968 -7.8712
C 2.5266 7.9058 -7.5615
O 3.7707 7.8173 -6.8639
P 4.2751 6.3915 -6.3664
O 4.3431 5.3620 -7.4007
O 3.3440 6.0189 -5.1301
C 2.2157 5.1605 -5.3532
O 5.6399 6.7511 -5.6878
C 5.7640 7.9162 -4.8495
H 2.3564 7.0187 -8.1727
H 1.7098 8.0310 -6.8493
H 2.5736 8.7791 -8.2063
H 2.4712 4.3703 -6.0507
H 1.3680 5.7317 -5.7345
H 1.9422 4.7161 -4.4003
H 4.8505 8.1009 -4.2880
H 6.0013 8.7817 -5.4650
H 6.5736 7.7320 -4.1491
C -4.0569 0.1226 5.2928
O -5.2256 0.1438 4.4699
P -5.0713 0.3099 2.8971
O -4.1877 -0.6597 2.2546
O -4.6632 1.8329 2.6648
C -3.2707 2.1146 2.4749
O -6.5658 0.2697 2.4233
C -7.5935 0.9528 3.1670
H -3.2235 -0.3556 4.7762
H -3.7869 1.1400 5.5788
H -4.2972 -0.4474 6.1857
H -2.8213 1.3495 1.8442
H -2.7530 2.1639 3.4345
H -3.1818 3.0740 1.9737
H -7.2176 1.8774 3.6011
H -7.9668 0.2985 3.9534
H -8.3932 1.1810 2.4686
C -9.5296 -5.9780 5.2837
O -8.6777 -4.8750 4.9654
P -9.1697 -3.3988 5.2948
O -9.5866 -3.1708 6.6743
O -10.2935 -3.0744 4.2084
C -11.6734 -3.2488 4.5504
O -7.9560 -2.5378 4.8071
C -7.2812 -2.8428 3.5678
H -10.1027 -5.7812 6.1904
H -10.2044 -6.1780 4.4501
H -8.8958 -6.8456 5.4438
H -11.8618 -2.9198 5.5709
H -11.9659 -4.2933 4.4384
H -12.2552 -2.6423 3.8613
H -7.9779 -3.2119 2.8168
H -6.5064 -3.5852 3.7466
H -6.8330 -1.9189 3.2205
C 7.2048 4.9019 0.0186
O 7.7289 6.1073 0.5861
P 8.1928 7.2774 -0.3852
O 7.1948 7.7155 -1.3549
O 9.5622 6.7752 -1.0281
C 9.5544 6.1613 -2.3237
O 8.6657 8.3718 0.6332
C 9.4347 8.0123 1.7923
H 6.6482 5.1096 -0.8957
H 8.0185 4.2058 -0.1881
H 6.5354 4.4596 0.7508
H 8.8585 6.6705 -2.9877
H 9.2867 5.1074 -2.2456
H 10.5609 6.2434 -2.7245
H 10.1110 7.1861 1.5794
H 8.7634 7.7392 2.6038
H 10.0139 8.8864 2.0757
*
```

Atomic partial charges in e from the Löwdin method, atoms 1 to 4: -0.12 -0.19 -0.26 -0.16



4.
Entry from the OMol25 dataset: a molecular structure, C33H73HgN2O11S5 in a non-equilibrium geometry (wB97M-V/def2-TZVPD).

Values from the calculation:
HOMO-LUMO gap ... 3.65 eV
ΔE to the lowest compared entry with this formula, charge and spin ... 436.6 kJ/mol

ORCA input file:
```
! RIJCOSX wB97M-V def2-TZVPD def2/J DEFGRID3
* xyz 1 1
Hg -2.4122 -3.4568 -1.8764
C -0.5827 -0.6390 -0.4353
O -0.9492 -1.7392 -1.2543
H -1.3152 -0.4256 0.3432
H 0.4803 -0.7323 -0.2129
H -0.5427 0.2509 -1.0635
C 0.4864 -3.4471 6.4702
C 1.5952 -2.3461 6.4499
N 1.7077 -1.6067 5.1717
C 2.1404 -2.5337 4.1333
C 2.0278 -1.9119 2.6856
C 2.6302 -0.4430 5.2387
C 2.0604 0.7848 6.0327
H -0.3644 -3.2113 5.8310
H 0.2477 -3.6245 7.5189
H 0.7694 -4.4316 6.0977
H 1.1883 -1.5630 7.0896
H 2.5038 -2.6257 6.9832
H 3.1824 -2.8012 4.3086
H 1.5198 -3.4290 4.0941
H 2.2033 -2.6830 1.9355
H 1.0071 -1.5452 2.5772
H 2.7733 -1.1267 2.5595
H 2.8675 -0.0095 4.2672
H 3.6328 -0.6383 5.6191
H 1.6698 1.5825 5.4008
H 2.8282 1.1559 6.7115
H 1.1972 0.5280 6.6466
C 0.5356 4.4523 3.4359
C 0.7402 5.1404 2.1138
N 1.1827 4.2128 1.0997
C 1.4941 5.0141 -0.0997
C 2.0735 4.1387 -1.1952
C 0.3580 2.9848 0.9424
C -1.0523 3.3030 0.4678
H 0.3946 5.1826 4.2327
H 1.5086 4.0288 3.6852
H -0.2237 3.6748 3.5195
H -0.2299 5.6031 1.9324
H 1.5677 5.8301 2.2804
H 0.6056 5.5815 -0.3768
H 2.3265 5.6881 0.1024
H 2.8978 3.5440 -0.8016
H 1.3771 3.4118 -1.6132
H 2.4356 4.6648 -2.0785
H 0.3390 2.3531 1.8305
H 0.9116 2.3054 0.2943
H -1.7641 2.4780 0.4383
H -1.0722 3.8261 -0.4883
H -1.5181 3.9850 1.1791
C -4.9590 1.4813 -2.7409
C -3.8845 1.6521 -1.6120
C -4.3358 0.9944 -0.2084
S -6.1245 0.9888 -0.3317
O -6.7604 1.8805 0.6386
O -6.7257 -0.3349 -0.5855
C -6.2909 1.8656 -2.0024
H -4.8484 0.4577 -3.0987
H -4.8261 2.1132 -3.6190
H -3.7841 2.7272 -1.4626
H -2.9534 1.2239 -1.9832
H -4.0136 1.5730 0.6572
H -3.9928 -0.0356 -0.1107
H -6.3266 2.9428 -1.8399
H -7.2396 1.6946 -2.5111
C -1.2869 -0.2781 4.2968
C -1.6759 0.5092 5.4838
C -3.1388 0.3088 5.6937
S -3.8387 0.7071 3.9925
O -3.8553 2.1747 3.7279
O -5.0913 -0.0668 3.7630
C -2.3254 0.0556 3.1576
H -1.3500 -1.3392 4.5381
H -0.2606 -0.0153 4.0406
H -1.3646 1.5382 5.3040
H -1.1228 0.1289 6.3426
H -3.5793 1.0375 6.3742
H -3.3800 -0.7119 5.9903
H -2.0940 0.7936 2.3896
H -2.5829 -0.8654 2.6345
C 3.9511 2.7057 -4.4638
C 2.5363 2.1393 -4.2897
C 2.4282 1.1219 -3.1397
S 3.9882 0.1088 -3.3008
O 3.7070 -0.9148 -4.2969
O 4.5179 -0.1815 -1.9878
C 4.8752 1.5184 -4.1537
H 3.9646 3.5169 -3.7359
H 4.1012 3.0989 -5.4693
H 2.2538 1.5513 -5.1629
H 1.7115 2.8063 -4.0390
H 1.4862 0.5750 -3.0985
H 2.6341 1.6283 -2.1966
H 5.3887 1.1200 -5.0288
H 5.6143 1.8945 -3.4464
C -2.1570 -0.7547 -5.8396
C -0.6939 -0.3874 -5.5984
C 0.0049 -1.3983 -4.6975
S -0.7927 -3.0649 -5.1390
O -1.4253 -3.6637 -3.9403
O 0.0814 -3.9447 -5.9396
C -2.2052 -2.2672 -6.1057
H -2.5508 -0.1447 -6.6526
H -2.7841 -0.4004 -5.0215
H -0.6133 0.6275 -5.2090
H -0.1746 -0.2603 -6.5483
H -0.3172 -1.1871 -3.6778
H 1.0628 -1.6199 -4.8383
H -3.0784 -2.9193 -6.0871
H -1.8113 -2.3266 -7.1203
C 2.8057 -5.5423 -3.0923
C 2.4500 -4.0892 -3.3477
C 1.8326 -3.5378 -2.0108
S 0.9281 -4.9956 -1.3026
O -0.5617 -4.9281 -1.4364
O 1.5796 -5.3476 -0.0937
C 1.4944 -6.2015 -2.5288
H 3.6538 -5.5447 -2.4075
H 3.2332 -6.0110 -3.9786
H 1.8132 -3.9060 -4.2132
H 3.3322 -3.5031 -3.6054
H 1.1676 -2.6745 -2.0354
H 2.7354 -3.2863 -1.4542
H 0.7822 -6.1683 -3.3533
H 1.6217 -7.1767 -2.0588
*
```

Atomic partial charges in e from the Löwdin method, atoms 1 to 4: 1.27 -0.21 -0.43 0.06



Which of these has the lowest HOMO-LUMO gap? C33H73HgN2O11S5